#w
{
  "formula": "C19H21N3O3",
  "method": "ωB97M-V/def2-TZVPD",
  "total_charge": 0,
  "homo_energy_ev": -8.287,
  "smiles": "CCCOc1ccc(N2C(=O)C[C@@H](NCc3cccnc3)C2=O)cc1",
  "homo_lumo_gap_ha": 0.33180,
  "species": ["C", "C", "C", "O", "C", "C", "C", "C", "N", "C", "O", "C", "C", "N", "C", "C", "C", "C", "C", "N", "C", "C", "O", "C", "C", "H", "H", "H", "H", "H", "H", "H", "H", "H", "H", "H", "H", "H", "H", "H", "H", "H", "H", "H", "H", "H"],
  "coordinates": [[5.2041, 1.3096, 1.0083], [5.8111, 0.0261, 0.4547], [4.9636, -0.6335, -0.6380], [3.7852, -1.2235, -0.1232], [2.6081, -0.5518, -0.0728], [2.3392, 0.6944, -0.6308], [1.0762, 1.2481, -0.5318], [0.0536, 0.5687, 0.1149], [-1.2415, 1.1490, 0.1986], [-1.7820, 1.9624, -0.7916], [-1.2943, 2.1654, -1.8707], [-3.0736, 2.5421, -0.2572], [-3.4302, 1.6618, 0.9329], [-4.5328, 0.7485, 0.6697], [-4.4324, -0.1254, -0.4901], [-3.3710, -1.1984, -0.4442], [-2.3827, -1.2858, -1.4185], [-1.4536, -2.3103, -1.3511], [-1.5538, -3.2191, -0.3086], [-2.4848, -3.1456, 0.6269], [-3.3627, -2.1631, 0.5598], [-2.1164, 0.9390, 1.2511], [-1.9014, 0.2831, 2.2362], [0.3164, -0.6716, 0.6887], [1.5758, -1.2188, 0.5933], [5.1004, 2.0578, 0.2252], [5.8457, 1.7183, 1.7854], [4.2244, 1.1194, 1.4403], [5.9369, -0.6947, 1.2647], [6.7955, 0.2378, 0.0327], [4.7438, 0.0749, -1.4420], [5.5249, -1.4712, -1.0654], [3.1016, 1.2577, -1.1438], [0.8930, 2.2144, -0.9725], [-2.8720, 3.5680, 0.0574], [-3.8474, 2.5794, -1.0209], [-3.7292, 2.2448, 1.8107], [-4.7002, 0.1956, 1.5043], [-4.2821, 0.4891, -1.3808], [-5.4128, -0.6063, -0.5832], [-2.3415, -0.5616, -2.2211], [-0.6723, -2.3990, -2.0893], [-0.8584, -4.0421, -0.2122], [-4.1059, -2.1515, 1.3482], [-0.4530, -1.2019, 1.2230], [1.7883, -2.1802, 1.0326]]
}

#x
{
  "formula": "C19H21N3O3",
  "method": "ωB97M-V/def2-TZVPD",
  "total_charge": 0,
  "homo_energy_ev": -8.165,
  "smiles": "CCC/C(=N\\NC(=O)CNC(=O)/C=C/c1ccco1)c1ccccc1",
  "homo_lumo_gap_ha": 0.29372,
  "species": ["C", "C", "C", "C", "N", "N", "C", "O", "C", "N", "C", "O", "C", "C", "C", "C", "C", "C", "O", "C", "C", "C", "C", "C", "C", "H", "H", "H", "H", "H", "H", "H", "H", "H", "H", "H", "H", "H", "H", "H", "H", "H", "H", "H", "H", "H"],
  "coordinates": [[-0.2023, -1.7864, -0.4698], [-1.3973, -1.9982, -1.3914], [-2.0507, -0.6655, -1.7834], [-2.6808, -0.0005, -0.5844], [-2.2257, 1.0213, 0.0311], [-1.1047, 1.6668, -0.3377], [-0.6350, 2.7021, 0.4031], [-1.1343, 3.1356, 1.4130], [0.6657, 3.2729, -0.1988], [1.7674, 2.3419, -0.0873], [1.9528, 1.3351, -0.9704], [1.1930, 1.1670, -1.9193], [3.1113, 0.4595, -0.7443], [3.6851, 0.2047, 0.4402], [4.7868, -0.6950, 0.6160], [5.4534, -1.0622, 1.7646], [6.4588, -1.9658, 1.3686], [6.3371, -2.0871, 0.0150], [5.3374, -1.3288, -0.4464], [-3.9073, -0.5738, -0.0116], [-4.3285, -0.1488, 1.2523], [-5.4707, -0.6640, 1.8294], [-6.2211, -1.6187, 1.1604], [-5.8183, -2.0460, -0.0926], [-4.6745, -1.5308, -0.6757], [0.2512, -2.7398, -0.2082], [-0.5102, -1.2912, 0.4494], [0.5497, -1.1732, -0.9610], [-2.1326, -2.6342, -0.8939], [-1.0663, -2.5079, -2.2990], [-2.8156, -0.8379, -2.5425], [-1.2890, -0.0264, -2.2350], [-0.5517, 1.3690, -1.1495], [0.5031, 3.4846, -1.2604], [0.9176, 4.1929, 0.3282], [2.3647, 2.4163, 0.7184], [3.4523, -0.0624, -1.6272], [3.3303, 0.6532, 1.3584], [5.2432, -0.7245, 2.7589], [7.1720, -2.4572, 1.9976], [6.8875, -2.6639, -0.7020], [-3.7371, 0.5943, 1.7627], [-5.7796, -0.3230, 2.8067], [-7.1143, -2.0253, 1.6116], [-6.4001, -2.7858, -0.6237], [-4.3970, -1.8780, -1.6590]]
}

Among the structures above, stability is greatest for #w.